Formula: C37H97N7O14
Source: the Open Molecules 2025 dataset
Level of theory: ωB97M-V with the def2-TZVPD basis set

Calculated values
SMILES = COCCNCCOC.COCCNCCOC.COCCNCCOC.COCCNCCOC.COCCNCCOC.NC(N)=O.CCO.CCO.CCO
Kohn-Sham gap = 8.904 eV

The geometry in ORCA input format:
```
! RIJCOSX wB97M-V def2-TZVPD def2/J DEFGRID3
* xyz 0 1
C -0.90961 -0.00366 0.61430
O -1.96781 -0.64622 0.65607
N -0.16625 0.17418 -0.48812
N -0.43155 0.67475 1.70817
H -0.59909 -0.10444 -1.35380
H 0.67228 0.72771 -0.45693
H 0.56174 0.86066 1.75233
H -1.09954 0.61643 2.45875
C -0.08264 -2.96284 2.14126
C 0.47384 -3.49716 3.44990
O -0.32451 -4.53364 3.99217
H 0.09442 -3.57936 1.25052
H 0.43245 -2.05166 1.82383
H -1.16327 -2.84145 2.02863
H 0.60446 -2.76022 4.24880
H 1.38992 -3.99761 3.12477
H -1.21077 -4.21007 4.17932
C 2.04875 3.24738 -0.45766
C 2.50912 3.05055 0.99110
O 2.13788 1.69385 1.29960
H 0.96064 3.30453 -0.47531
H 2.42021 2.38219 -1.00267
H 2.46370 4.15433 -0.89915
H 1.89493 3.70761 1.61729
H 3.55007 3.25957 1.23113
H 2.88434 1.30736 1.77320
C 0.38228 -3.15237 -2.37166
C 1.25218 -4.06242 -1.46570
O 2.06363 -3.28608 -0.63728
H 1.02991 -2.37247 -2.76707
H -0.41895 -2.74804 -1.74467
H -0.29808 -3.73028 -3.00005
H 1.59995 -5.00862 -1.89193
H 0.44371 -4.47955 -0.83163
H 2.69676 -3.83564 -0.14956
C 5.15793 2.87340 -2.01204
O 4.90347 1.82388 -1.07038
C 5.10229 0.56089 -1.67328
C 3.92044 0.06128 -2.47975
N 3.98216 0.38291 -3.90434
C 5.18559 0.10466 -4.66527
C 5.01264 0.60949 -6.09751
O 6.22805 0.42586 -6.76871
C 6.36564 1.14177 -7.97811
H 4.89812 3.79311 -1.48976
H 4.55000 2.70748 -2.90288
H 6.22495 2.87775 -2.25650
H 5.12292 -0.13348 -0.82379
H 6.06793 0.43997 -2.17014
H 2.99885 0.48215 -2.07527
H 3.82672 -1.03197 -2.39063
H 3.14830 0.17269 -4.42874
H 5.42427 -0.96754 -4.64837
H 6.05691 0.63448 -4.28141
H 4.82303 1.69090 -6.06411
H 4.15597 0.12904 -6.58975
H 5.67786 0.72733 -8.71982
H 7.41707 1.10043 -8.24466
H 6.10037 2.20359 -7.90111
C 3.46297 -6.37218 1.28371
O 3.80435 -5.12043 0.76353
C 4.39478 -4.23470 1.68620
C 4.66657 -2.81316 1.15834
N 3.56490 -1.87441 1.37466
C 3.22266 -1.46546 2.73913
C 4.27611 -0.52224 3.24797
O 4.05444 -0.08979 4.58724
C 4.18178 -1.14827 5.56174
H 3.21143 -7.07999 0.49547
H 2.63506 -6.22992 1.98804
H 4.29498 -6.86746 1.80266
H 5.31296 -4.70509 2.06926
H 3.79354 -4.16678 2.60596
H 4.89254 -2.87089 0.09511
H 5.52900 -2.45608 1.71612
H 2.73294 -2.07247 0.83726
H 3.01470 -2.33234 3.38013
H 2.22148 -1.02537 2.78248
H 4.33850 0.41454 2.68336
H 5.30544 -0.86901 3.08853
H 3.32547 -1.80265 5.43248
H 4.16958 -0.59895 6.50334
H 5.19489 -1.55291 5.51087
C -8.38812 1.93884 1.05896
O -7.51190 0.80973 1.13981
C -6.50637 1.01861 2.14090
C -5.83565 -0.35269 2.35883
N -5.10346 -0.22583 3.63389
C -4.53800 -1.50553 4.12704
C -3.45068 -1.10662 5.16911
O -2.51039 -0.34119 4.41447
C -1.40273 0.17156 5.08927
H -9.16699 1.55836 0.39280
H -7.90446 2.75201 0.51201
H -8.84873 2.25098 1.99480
H -6.73913 1.44844 3.11894
H -5.78671 1.72564 1.71115
H -5.06997 -0.43422 1.57544
H -6.45176 -1.24505 2.30458
H -4.23320 0.27604 3.50941
H -4.03175 -2.01697 3.29930
H -5.24856 -2.17622 4.61107
H -2.89133 -1.97829 5.52436
H -3.84867 -0.49962 5.98428
H -1.77537 0.57693 6.04288
H -0.91965 1.01949 4.60391
H -0.64488 -0.58683 5.31892
C -2.26869 -5.62082 -1.05299
O -2.57817 -4.57008 -1.94181
C -3.50545 -3.68555 -1.35671
C -3.85564 -2.45892 -2.22466
N -2.81710 -1.43898 -2.06020
C -3.01709 -0.24730 -2.88339
C -2.60741 -0.36317 -4.35448
O -1.59492 0.53487 -4.77199
C -0.35346 0.36626 -4.12193
H -3.15324 -6.11499 -0.64036
H -1.69719 -5.27976 -0.18078
H -1.62926 -6.30405 -1.60804
H -3.11055 -3.26217 -0.42562
H -4.44840 -4.23601 -1.25433
H -4.81378 -2.08334 -1.84573
H -3.88156 -2.77204 -3.27030
H -2.77498 -1.25338 -1.06011
H -2.29541 0.43203 -2.41687
H -4.01635 0.17397 -2.72650
H -3.49212 -0.06917 -4.92278
H -2.37710 -1.36837 -4.72015
H -0.30750 0.89557 -3.16837
H 0.47147 0.69138 -4.75841
H -0.17917 -0.71360 -4.03098
C -2.09410 6.96289 2.98331
O -2.92471 5.85326 2.72976
C -2.33220 4.59514 2.61347
C -2.69787 3.88357 1.33754
N -2.27837 4.61696 0.18788
C -2.49265 3.90841 -1.06561
C -2.52077 4.87102 -2.24172
O -3.84389 5.36748 -2.42988
C -4.03505 6.37276 -3.37397
H -1.27055 6.66001 3.63039
H -2.63497 7.73458 3.53802
H -1.82269 7.50192 2.07300
H -2.49459 3.94784 3.48637
H -1.23846 4.71872 2.60242
H -3.73905 3.51819 1.31261
H -2.14750 2.93199 1.30115
H -2.58152 5.57118 0.06559
H -3.35520 3.23032 -1.05936
H -1.66663 3.22044 -1.29885
H -2.29706 4.27237 -3.13369
H -1.87543 5.74980 -2.16095
H -4.12077 5.93972 -4.38134
H -3.26542 7.14847 -3.44008
H -5.00670 6.84165 -3.21987
*
```


Formula: C37H99F3N9O12PtS
Source: the Open Molecules 2025 dataset
Level of theory: ωB97M-V with the def2-TZVPD basis set

Calculated values
Kohn-Sham gap (alpha / beta) = 8.044 / 2.471 eV

The geometry in ORCA input format:
```
! RIJCOSX wB97M-V def2-TZVPD def2/J DEFGRID3
* xyz 2 4
Pt 1.11154 -2.83937 1.16557
C -1.21631 0.64582 -0.82871
F -2.01064 0.07605 0.10845
F -1.36692 0.05359 -2.06232
F -1.43655 1.98951 -1.04703
S 0.62794 0.30422 -0.28385
O 0.77068 -1.18185 -0.11208
O 1.44849 0.78331 -1.36380
O 0.80164 1.02351 0.96881
C 2.92268 2.77303 -4.37345
C 3.64586 1.62681 -3.66067
C 4.20165 1.97690 -2.29207
O 5.17750 3.02761 -2.38402
C 6.07962 3.08604 -1.35696
N 2.81123 0.45454 -3.64604
H 1.98395 3.09362 -3.92168
H 2.56028 2.39047 -5.32761
H 3.66607 3.55395 -4.53359
H 4.45458 1.26434 -4.29524
H 4.56719 1.05801 -1.83368
H 3.45853 2.39306 -1.61185
H 6.72988 3.95401 -1.46598
H 6.59570 2.17682 -1.04861
H 5.62395 3.51758 -0.46576
H 2.30466 0.72393 -2.81482
H 3.49158 -0.21528 -3.31655
C 3.85199 -1.96031 4.29351
C 2.73747 -1.04951 3.61776
C 2.90699 0.49581 3.84319
O 3.43955 0.90225 5.13433
C 2.51594 0.56217 6.17176
N 2.51782 -1.41823 2.22883
H 3.88532 -2.92261 3.78267
H 3.75889 -2.15168 5.36253
H 4.78749 -1.52836 3.93804
H 1.80025 -1.19290 4.15550
H 1.95013 0.91374 3.53036
H 3.61056 0.85128 3.09036
H 1.49602 0.59579 5.78869
H 2.42128 1.20747 7.04511
H 2.67281 -0.45389 6.53387
H 3.45113 -1.48346 1.84834
H 2.09018 -0.55068 1.93799
C -2.71867 -4.15891 0.24383
C -1.58283 -3.18692 0.59319
C -1.62986 -2.94489 2.13467
O -0.51212 -2.07943 2.42773
C -0.75545 -1.06666 3.37485
N -0.48603 -3.90025 0.07166
H -2.78244 -4.43507 -0.80868
H -3.59959 -3.66005 0.64785
H -2.66924 -5.04587 0.87546
H -1.73902 -2.23306 0.08936
H -1.49489 -3.87049 2.69425
H -2.60966 -2.54183 2.39083
H -1.78067 -0.69850 3.41352
H -0.19835 -0.18230 3.06560
H -0.50255 -1.28356 4.41268
H -0.53493 -4.86315 0.37257
H -0.83412 -4.00348 -0.87082
C -4.11484 2.82357 7.10926
C -4.17300 2.81417 5.53940
C -3.44271 1.59166 5.09760
O -3.37636 1.44707 3.61783
C -2.29347 2.08161 2.92872
N -5.62508 2.76738 5.30108
H -3.20079 2.33302 7.44387
H -4.81309 2.05821 7.44807
H -4.38763 3.77275 7.57052
H -3.70423 3.61858 4.97258
H -3.95332 0.65084 5.30309
H -2.44893 1.50451 5.53680
H -2.46673 2.19768 1.85886
H -1.31148 1.61259 2.99048
H -2.10231 3.11407 3.22126
H -5.64112 2.37416 4.37091
H -5.70131 3.73856 5.03441
C 1.90828 -3.46096 -5.25318
C 0.93106 -3.00725 -4.15739
C 0.07023 -4.29226 -3.79324
O -0.84157 -3.79966 -2.80165
C -2.07145 -3.25106 -3.25076
N 1.64866 -2.39567 -3.06830
H 2.81738 -3.77602 -4.74096
H 2.21541 -2.59879 -5.84516
H 1.56224 -4.28924 -5.87150
H 0.29125 -2.21580 -4.54772
H 0.76162 -5.05217 -3.42908
H -0.45201 -4.75678 -4.62966
H -2.78585 -3.98271 -3.62814
H -2.00168 -2.53741 -4.07170
H -2.49352 -2.72230 -2.39615
H 2.07934 -1.60663 -3.52874
H 1.06721 -1.96182 -2.36560
C -1.78008 1.68085 -4.41441
C -2.00175 2.65531 -5.66660
C -2.73998 3.90492 -5.28410
O -2.94515 4.76862 -6.37139
C -4.08100 4.51970 -7.20025
N -0.66460 2.81458 -6.11452
H -2.70621 1.17815 -4.13573
H -1.51855 2.23652 -3.51390
H -0.95428 0.97668 -4.51595
H -2.53933 2.10164 -6.43638
H -2.16262 4.41390 -4.51227
H -3.67475 3.73032 -4.75135
H -3.98384 3.56746 -7.72169
H -4.16027 5.27535 -7.98179
H -4.97162 4.55419 -6.57279
H -0.68955 3.77300 -6.43222
H -0.53756 2.19198 -6.89958
C 4.92866 -3.54273 0.89384
C 4.20197 -2.97710 -0.29063
C 4.88581 -3.52075 -1.62777
O 4.61895 -5.00287 -1.60127
C 4.84110 -5.58319 -2.90253
N 2.82912 -3.34503 -0.24699
H 5.97525 -3.52956 0.58959
H 4.63032 -4.55202 1.17746
H 4.68721 -2.96367 1.78519
H 4.28189 -1.89083 -0.24917
H 5.94402 -3.34791 -1.82374
H 4.38773 -3.00108 -2.44630
H 5.83601 -5.88663 -3.22839
H 4.47360 -4.88757 -3.65696
H 4.14642 -6.41403 -3.02599
H 2.50959 -3.51378 -1.19014
H 2.95259 -4.31332 0.01237
C 3.69989 3.79827 3.16221
C 2.27800 4.14570 2.58938
C 1.68012 5.27147 3.50951
O 1.31456 4.78226 4.79784
C 0.75732 5.81784 5.57719
N 2.45913 4.49492 1.17690
H 3.73611 3.62172 4.23720
H 4.44060 4.56557 2.93701
H 4.01812 2.84649 2.73683
H 1.69764 3.22337 2.61423
H 0.87474 5.85842 3.06797
H 2.42514 6.02375 3.76857
H 0.07489 5.37764 6.30427
H 0.20374 6.56703 5.01119
H 1.52928 6.45142 6.01394
H 2.81922 3.67886 0.70310
H 1.54792 4.52753 0.74244
C -7.79933 -2.12290 -0.45386
C -6.50958 -2.37421 0.35517
C -5.40368 -1.39186 -0.09833
O -4.73545 -2.06655 -1.20466
C -4.50044 -1.10481 -2.16679
N -6.92038 -2.14485 1.70594
H -8.16238 -1.10091 -0.34515
H -8.50340 -2.86992 -0.08734
H -7.65797 -2.24709 -1.52750
H -6.19644 -3.41778 0.32357
H -4.69136 -1.39494 0.72670
H -5.83314 -0.41667 -0.32782
H -3.72235 -0.41208 -1.84615
H -5.36460 -0.44260 -2.21974
H -4.37054 -1.60769 -3.12509
H -7.54722 -2.92264 1.85495
H -6.07563 -2.25245 2.24900
*
```


Formula: C38H102O13
Source: the Open Molecules 2025 dataset
Level of theory: ωB97M-V with the def2-TZVPD basis set

Calculated values
Kohn-Sham gap = 9.527 eV
Relative energy (zero: lowest compared OMol25 entry of this formula, charge and spin) = 13.9 kcal per mole

The geometry in ORCA input format:
```
! RIJCOSX wB97M-V def2-TZVPD def2/J DEFGRID3
* xyz 0 1
C -2.53058 4.11608 1.06436
C -2.94391 5.52676 1.44215
O -3.55744 5.41201 2.72841
C -4.33307 6.56026 3.11285
C -3.52396 7.83635 3.32757
H -3.37249 3.44908 0.88590
H -1.88754 4.15465 0.18483
H -1.95800 3.74153 1.91474
H -2.06222 6.17064 1.43316
H -3.63845 5.85803 0.66528
H -5.14285 6.63498 2.38317
H -4.85366 6.31766 4.03994
H -3.32969 8.36676 2.39510
H -2.58205 7.69230 3.85782
H -4.05968 8.52326 3.98523
C 1.70451 -2.39943 -3.66432
C 1.89888 -1.92940 -5.12063
O 2.66797 -2.94055 -5.77536
C 2.58695 -2.97332 -7.18569
C 3.13390 -1.68950 -7.81805
H 2.65679 -2.75607 -3.27349
H 1.22471 -1.60710 -3.09051
H 1.03215 -3.25720 -3.71006
H 0.91776 -1.76454 -5.57062
H 2.46696 -0.99672 -5.14545
H 3.10774 -3.85265 -7.56595
H 1.55792 -3.14786 -7.51580
H 4.16572 -1.52588 -7.50813
H 2.54049 -0.82418 -7.52098
H 3.05235 -1.74086 -8.90455
C 6.28002 -6.37748 -0.89598
C 6.32417 -4.94879 -0.32942
O 5.00344 -4.57178 0.02770
C 4.91572 -3.29364 0.75167
C 3.46923 -3.07098 1.16140
H 7.21949 -6.59449 -1.40469
H 6.11116 -7.10406 -0.10116
H 5.47441 -6.50804 -1.61777
H 7.06102 -4.84444 0.47093
H 6.64001 -4.25795 -1.11763
H 5.53715 -3.48796 1.62787
H 5.36095 -2.53264 0.10872
H 2.80505 -3.17729 0.30298
H 3.23624 -2.08397 1.56049
H 3.27273 -3.82220 1.92576
C 3.83761 0.19091 -2.03734
C 3.72599 1.58827 -1.48556
C 4.47518 2.63595 -2.34128
O 2.34338 1.99742 -1.53123
H 3.40687 0.10606 -3.03587
H 3.38658 -0.60723 -1.44543
H 4.88738 -0.10111 -2.10614
H 4.10749 1.65824 -0.46411
H 5.55126 2.46969 -2.42404
H 4.32235 3.63704 -1.94280
H 4.12355 2.49431 -3.36434
H 2.28635 2.95649 -1.41915
C -2.71055 -0.38967 3.53201
C -3.72156 -0.62963 2.39976
C -4.97293 -1.36961 2.79194
O -4.12078 0.64920 1.99273
H -3.15395 0.12328 4.39020
H -1.85121 0.19259 3.20060
H -2.37957 -1.30871 4.02131
H -3.23974 -1.08301 1.53145
H -5.49490 -0.91194 3.63211
H -4.73775 -2.41681 2.99175
H -5.62748 -1.35111 1.91979
H -4.29718 1.14896 2.79513
C 0.13100 -0.09895 6.40420
C 0.32927 -1.39037 5.62306
C 1.15491 -1.16862 4.36511
O 1.05593 -2.32964 6.38031
H -0.58095 0.58747 5.94604
H 1.08906 0.40933 6.53492
H -0.22652 -0.32332 7.41062
H -0.63090 -1.75254 5.25517
H 0.81507 -0.35533 3.72045
H 1.11912 -2.08291 3.76918
H 2.21844 -1.00759 4.55204
H 1.79033 -1.81968 6.73630
C 2.99065 3.00520 2.14024
C 3.42019 1.90741 3.12763
C 3.89880 0.63074 2.41533
O 4.45273 2.41653 3.97036
H 3.83020 3.40888 1.57191
H 2.51727 3.85194 2.63740
H 2.24230 2.61778 1.44533
H 2.58558 1.66116 3.78421
H 4.85544 0.77234 1.90989
H 3.14956 0.29586 1.69787
H 4.02859 -0.18287 3.12986
H 5.24152 2.52932 3.43203
C -1.31992 -3.74955 1.64203
C -2.01975 -5.12360 1.55179
C -3.42380 -5.05908 2.12333
O -2.01169 -5.43099 0.16562
H -1.85092 -2.99459 1.05783
H -0.32301 -3.75962 1.19964
H -1.25159 -3.39069 2.67001
H -1.44702 -5.87009 2.10622
H -3.44534 -4.69689 3.14973
H -3.86491 -6.05610 2.05363
H -4.06871 -4.47589 1.46325
H -1.99567 -6.38924 0.08317
C 0.64239 -0.52229 0.56014
C -0.37562 -0.08839 -0.49492
C -1.12434 1.19257 -0.11743
O 0.31889 0.19082 -1.71444
H 1.20952 0.38165 0.78854
H 1.29294 -1.31501 0.19190
H 0.16983 -0.92214 1.45891
H -1.09253 -0.89508 -0.65765
H -0.37317 1.89351 0.25666
H -1.72793 0.99833 0.77305
H -1.71581 1.62621 -0.91992
H 1.11907 0.72580 -1.59680
C 1.46217 6.13894 0.86751
C 0.98490 5.20902 -0.26980
O 2.08954 4.75034 -1.03694
H 0.63402 6.50555 1.47383
H 2.00307 6.98674 0.44386
H 2.15094 5.60631 1.52143
H 0.27431 5.72245 -0.92131
H 0.42641 4.38505 0.17327
H 2.59596 5.51517 -1.32369
C -2.96944 -2.83027 -2.25760
C -4.24487 -3.05917 -1.49327
O -4.49247 -4.43569 -1.23578
H -2.08876 -3.18524 -1.71671
H -2.83912 -1.76020 -2.42506
H -2.93853 -3.35539 -3.21271
H -5.07094 -2.62246 -2.05588
H -4.24219 -2.48319 -0.56287
H -3.75307 -4.73218 -0.69292
C -5.54760 0.44459 -3.05728
C -5.22582 1.19324 -1.79034
O -4.51791 0.28324 -0.98617
H -4.62771 -0.02773 -3.40618
H -5.82849 1.13474 -3.85362
H -6.29057 -0.32401 -2.84915
H -6.12437 1.55411 -1.28385
H -4.59946 2.06222 -2.01355
H -4.44341 0.48841 -0.05058
C -2.68700 1.60637 -5.22595
C -1.93725 1.26254 -3.92796
O -1.54309 -0.09638 -3.95537
H -3.56431 1.01033 -5.47749
H -1.99492 1.46818 -6.05792
H -3.03533 2.63988 -5.19396
H -2.58644 1.40826 -3.05925
H -1.05344 1.88778 -3.78229
H -0.96964 -0.16239 -3.18143
*
```